The following is a quantum chemistry calculation of a structure of composition C23H35Br2N4O5S2ScSi, from the OMol25 dataset.

```
! wB97M-V def2-TZVPD RIJCOSX def2/J DEFGRID3
* xyz 0 1
Sc 0.925 0.668 0.845
Br 0.730 4.003 -2.930
C 0.490 4.337 -1.093
C 0.273 5.661 -0.665
C 0.089 5.950 0.656
Br -0.212 7.745 1.175
C 0.115 4.917 1.625
C -0.067 5.095 3.016
C -0.038 4.020 3.858
C 0.191 2.738 3.323
N 0.382 2.548 2.039
C 0.336 3.602 1.174
C 0.522 3.280 -0.211
O 0.701 2.033 -0.559
H 0.251 6.451 -1.401
H -0.236 6.092 3.400
H -0.190 4.134 4.922
H 0.229 1.855 3.954
C 1.384 -3.048 -1.547
C 1.632 -1.556 -1.438
C 1.506 -0.851 -2.780
C 2.985 -1.269 -0.810
O 0.651 -0.996 -0.503
Si -1.063 -1.152 -0.520
S -1.551 0.147 1.003
O -1.450 -0.717 -2.036
C -2.693 -0.798 -2.751
C -3.859 -0.569 -1.799
C -2.773 -2.172 -3.397
C -2.627 0.301 -3.800
O -1.496 -2.705 -0.361
C -1.673 -3.571 0.773
C -0.535 -3.358 1.757
C -1.668 -4.985 0.211
C -3.014 -3.237 1.406
H 2.123 -3.477 -2.225
H 0.391 -3.259 -1.941
H 1.482 -3.533 -0.574
H 2.372 -1.116 -3.391
H 1.490 0.231 -2.644
H 0.601 -1.141 -3.305
H 3.763 -1.729 -1.420
H 3.047 -1.676 0.204
H 3.184 -0.193 -0.784
H -3.907 -1.356 -1.046
H -4.802 -0.574 -2.349
H -3.753 0.388 -1.292
H -2.743 -2.952 -2.637
H -1.935 -2.318 -4.079
H -3.699 -2.270 -3.965
H -2.521 1.273 -3.319
H -3.531 0.305 -4.410
H -1.768 0.146 -4.452
H 0.430 -3.497 1.266
H -0.605 -4.077 2.573
H -0.564 -2.359 2.194
H -0.704 -5.210 -0.246
H -2.444 -5.094 -0.546
H -1.850 -5.710 1.004
H -3.029 -2.200 1.743
H -3.193 -3.879 2.268
H -3.819 -3.391 0.688
S 2.174 -0.402 2.862
C 1.094 -1.206 3.887
N 0.376 -1.759 4.601
N 3.694 2.928 2.564
C 3.892 2.040 1.573
N 5.161 1.708 1.259
O 2.943 1.578 0.920
H 4.436 3.200 3.185
H 2.745 3.051 2.876
H 5.942 1.976 1.831
H 5.284 0.966 0.593
*
```

Results
- HOMO energy: -8.02 eV
- Maximum force: 0.58 eV/A
- Relative energy (zero: lowest compared OMol25 entry of this formula, charge and spin): 87.8 kJ/mol